A:
{
  "formula": "C5H13NO2",
  "method": "the ωB97M-V functional and the def2-TZVPD basis",
  "symbols": ["C", "O", "C", "C", "C", "C", "N", "H", "H", "H", "H", "H", "H", "H", "H", "H", "H", "H", "H", "H", "O"],
  "positions_angstrom": [[-1.78, 0.97, -0.31], [-2.32, 0.66, -1.55], [-0.33, 0.41, -0.14], [0.15, 0.47, 1.37], [-0.20, -0.87, 1.97], [0.58, -1.93, 1.89], [0.53, 1.13, -0.98], [-2.41, 0.49, 0.44], [-1.80, 2.04, -0.13], [-2.03, -0.16, -1.97], [-0.28, -0.61, -0.51], [1.23, 0.60, 1.35], [-0.35, 1.24, 1.95], [-1.17, -0.84, 2.47], [0.53, -2.82, 2.49], [1.56, -1.79, 1.44], [0.57, 0.84, -1.95], [0.44, 2.15, -0.93], [2.27, -0.53, -0.70], [3.54, -0.39, -1.45], [2.72, -0.88, -1.46]],
  "s_squared": 0.757,
  "charge": 1,
  "spin_multiplicity": 2
}



B:
{
  "formula": "C5H13NO2",
  "method": "the ωB97M-V functional and the def2-TZVPD basis",
  "symbols": ["C", "O", "C", "C", "C", "C", "N", "H", "H", "H", "H", "H", "H", "H", "H", "H", "H", "H", "H", "H", "O"],
  "positions_angstrom": [[1.11, 0.40, 1.56], [0.13, -0.74, 1.60], [0.64, 1.52, 0.62], [0.96, 1.33, -0.86], [0.32, 0.09, -1.35], [-2.09, 0.05, -1.50], [-0.86, 0.30, -2.07], [1.26, 0.67, 2.58], [2.04, -0.07, 1.20], [-0.72, -0.33, 1.20], [-0.35, 1.75, 0.77], [1.03, 2.54, 0.95], [0.63, 2.14, -1.61], [2.07, 1.33, -1.02], [1.13, -0.38, -2.14], [0.26, -0.60, -0.50], [-2.96, 0.22, -2.20], [-2.39, -0.26, -0.51], [-0.87, -2.81, 1.74], [-0.83, -3.65, 0.31], [-0.52, -3.53, 1.24]],
  "s_squared": 0.765,
  "charge": 1,
  "spin_multiplicity": 2
}



C:
{
  "formula": "C5H13NO2",
  "method": "the ωB97M-V functional and the def2-TZVPD basis",
  "symbols": ["C", "N", "C", "C", "C", "O", "C", "O", "H", "H", "H", "H", "H", "H", "H", "H", "H", "H", "H", "H", "H"],
  "positions_angstrom": [[1.83, -1.17, 1.31], [0.46, -0.55, 1.10], [0.13, -0.12, -0.24], [-1.18, 0.64, -0.23], [-2.42, -0.25, 0.08], [-3.55, 0.28, -0.58], [1.18, 0.87, -0.80], [2.33, 0.11, -1.19], [1.78, -1.65, 2.31], [2.14, -1.88, 0.57], [2.59, -0.39, 1.41], [0.73, 0.26, 1.68], [0.06, -0.95, -0.94], [-1.23, 1.39, 0.56], [-1.43, 1.33, -1.03], [-2.25, -1.23, -0.39], [-2.76, -0.47, 1.09], [-3.67, -0.04, -1.48], [0.95, 1.61, -1.56], [1.48, 1.52, 0.05], [2.84, 0.70, -1.75]],
  "s_squared": 0.755,
  "charge": 1,
  "spin_multiplicity": 2
}



Decreasing stability: A, C, B